No. 1
Density functional theory data (the ωB97M-V functional and the def2-TZVPD basis) for a cluster of 2 separate species, CH7OS in total.

Kohn-Sham gap: 0.4260 Ha
Relative energy (zero: lowest compared OMol25 entry of this formula, charge and spin): 22.78 kcal/mol
LUMO: -0.179 Ha
Charge: +1

Each line ends with the Löwdin charge.
Geometry (Å):
O: 0.312182 2.431201 0.943252  -0.0790
H: 0.961206 -0.957893 0.716514  0.0014
H: 1.184864 2.743299 1.373133  0.1299
H: -0.292406 3.156129 0.970672  0.0529
C: -0.881437 -1.915821 -0.580096  -0.2672
S: 0.249649 -0.447740 -0.346302  0.9834
H: -0.992936 -2.104421 -1.668877  0.0676
H: -1.918547 -1.619279 -0.243266  0.0823
H: -0.337786 -2.740728 -0.111505  0.0594
H: 0.192390 0.732054 0.438715  -0.0307

Force components x, y, z for each atom (eV/Å):
O 2.99 -0.69 0.90
H -0.16 0.03 -0.88
H -2.20 -0.58 -1.02
H -0.67 0.82 0.06
C -2.00 1.09 -0.20
S 2.45 -0.62 0.28
H 0.60 0.50 0.59
H 1.29 -0.89 0.22
H -0.56 0.26 0.22
H -1.74 0.09 -0.18



No. 2
Density functional theory data (the ωB97M-V functional and the def2-TZVPD basis) for the molecule C2H4N2O2.

Kohn-Sham gap: 0.4005 Ha
SMILES: [H]/N=C(/O)NC=O
Relative energy (zero: lowest compared OMol25 entry of this formula, charge and spin): 23.98 kcal/mol
LUMO: 0.025 Ha
Charge: 0

Each line ends with the Löwdin charge.
Geometry (Å):
N: 1.960517 -0.121692 -0.180868  0.1318
C: 0.746278 -0.017970 0.179514  -0.5541
O: 0.572168 0.133975 1.501097  0.0652
N: -0.427662 -0.046792 -0.561336  0.1331
C: -1.730043 0.092033 -0.094952  -0.2967
O: -2.687371 -0.023710 -0.823328  0.0497
H: 2.179295 -0.225554 -1.158414  0.0490
H: 1.533860 0.101619 1.716611  0.1264
H: -0.351381 -0.216982 -1.555334  0.1566
H: -1.795657 0.325076 0.977013  0.1390

Force components x, y, z for each atom (eV/Å):
N -0.23 0.00 -0.29
C 0.33 -0.06 -0.32
O 0.28 -0.02 -0.01
N 0.07 -0.01 -0.07
C -0.11 -0.02 -0.13
O 0.52 0.07 0.31
H -0.32 -0.03 -0.25
H -0.65 0.14 0.73
H 0.06 0.00 0.11
H 0.05 -0.07 -0.08



No. 3
Density functional theory data (the ωB97M-V functional and the def2-TZVPD basis) for a cluster of 2 separate species, C15H18O in total.

Kohn-Sham gap: 0.3551 Ha
SMILES: CCc1ccc(O)cc1.Cc1ccccc1
Relative energy (zero: lowest compared OMol25 entry of this formula, charge and spin): 21.83 kcal/mol
LUMO: 0.031 Ha
Charge: 0

Each line ends with the Löwdin charge.
Geometry (Å):
C: -1.165773 -0.889952 -1.737253  -0.2009
C: -1.622859 0.116982 -2.812855  -0.0877
C: -2.032897 -0.775714 -0.509310  -0.2588
C: -3.066294 -1.694558 -0.298939  -0.0305
C: -1.909699 0.318334 0.329016  -0.0321
C: -3.991024 -1.467647 0.700207  -0.0108
C: -2.800548 0.521252 1.386930  -0.0034
C: -3.842814 -0.362022 1.541175  -0.3229
O: -4.699082 -0.271836 2.624757  0.0231
H: -1.166506 -1.903955 -2.129640  0.1026
H: -0.102546 -0.738765 -1.539211  0.0793
H: -1.815799 -0.358112 -3.787515  0.0690
H: -3.031129 -2.637606 -0.832375  0.1134
H: -1.055609 0.967369 0.168202  0.1105
H: -4.771823 -2.151239 0.939357  0.1083
H: -2.757162 1.451383 1.921002  0.1131
H: -5.549153 0.102730 2.428092  0.0939
H: -1.006633 0.951275 -3.108580  0.0591
H: -2.627973 0.441740 -2.538575  0.0749
C: 2.349248 1.704620 -1.160134  -0.0508
C: 4.546492 0.783753 1.778078  -0.0857
C: 4.079653 -0.507815 2.071008  -0.0990
C: 4.062864 1.445783 0.667497  -0.0557
C: 3.047497 0.880978 -0.118352  -0.2775
C: 3.112377 -1.091724 1.276908  -0.0824
C: 2.638846 -0.408349 0.161032  -0.0538
H: 5.175835 1.327309 2.470338  0.0998
H: 4.628323 -0.958883 2.889728  0.0984
H: 4.439597 2.374438 0.295231  0.0984
H: 2.700407 -2.021056 1.647481  0.1027
H: 1.280444 1.768497 -0.963883  0.0656
H: 2.326474 1.234835 -2.152026  0.0827
H: 1.805375 -0.829853 -0.347510  0.0836
H: 2.821889 2.677804 -1.259874  0.0737

Force components x, y, z for each atom (eV/Å):
C 0.82 0.21 -0.30
C -1.32 -0.91 -1.03
C 0.09 -0.27 -0.31
C 0.45 0.09 0.24
C 0.02 -0.29 0.25
C 0.75 0.47 0.37
C 0.20 0.36 -1.08
C -0.67 -0.55 -0.04
O 0.64 0.02 0.60
H -0.41 -0.13 -0.07
H -0.03 0.26 0.39
H 0.24 -0.32 0.26
H -0.38 0.15 -0.27
H -0.20 0.27 0.08
H -0.44 -0.50 0.00
H 0.09 -0.01 0.64
H -0.45 0.26 -0.47
H 0.45 0.37 0.71
H 0.17 0.51 0.04
C -0.01 -0.57 -0.79
C -0.49 -0.08 -0.22
C 1.18 1.28 0.08
C -0.71 -0.53 -0.67
C 0.38 -0.04 0.08
C 0.47 0.02 0.52
C -0.42 -0.04 1.12
H 0.44 -0.31 -0.11
H -0.74 -0.52 0.18
H 0.24 0.73 0.45
H -0.08 -0.23 -0.58
H -0.04 0.46 0.47
H 0.49 -0.06 0.08
H -0.48 -0.30 -0.62
H -0.27 0.17 0.02



No. 4
Density functional theory data (the ωB97M-V functional and the def2-TZVPD basis) for a structure of composition C3H2NP.

Kohn-Sham gap (alpha / beta): 0.2725 / 0.2726 Ha
Relative energy (zero: lowest compared OMol25 entry of this formula, charge and spin): 30.12 kcal/mol
LUMO (alpha / beta): -0.052 / -0.051 Ha
Charge: 0

Each line ends with the Löwdin charge.
Geometry (Å):
C: -1.713663 0.990571 0.000835  -0.2972
C: 0.534928 1.801833 0.675756  -0.6470
C: -0.634782 1.817601 -0.097249  -0.2934
N: -2.706481 0.447380 -0.089445  0.1659
P: 1.606379 0.944136 -0.224086  0.9190
H: 0.577087 1.851540 1.745269  0.0361
H: -0.882934 2.516912 -0.914306  0.1166

Force components x, y, z for each atom (eV/Å):
C 0.26 -0.06 0.49
C 1.42 -0.56 2.04
C 0.48 1.14 -2.58
N -2.23 -1.53 0.07
P -0.77 0.39 -0.98
H -0.16 0.62 0.56
H 1.01 0.00 0.41